Record 1
{
  "formula": "C4H10N2O",
  "method": "the ωB97M-V functional and the def2-TZVPD basis",
  "charge": 0,
  "lumo_energy_ev": 0.82,
  "e_tot_ev": -9338.3643,
  "e_homo_ev": -9.61,
  "molar_mass_g_mol": 102.1,
  "e_above_lowest_ev": 0.623,
  "spin_multiplicity": 1,
  "smiles": "C[C@@H](N)CC(N)=O",
  "symbols": ["C", "C", "C", "C", "N", "O", "N", "H", "H", "H", "H", "H", "H", "H", "H", "H", "H"],
  "xyz": [[-1.953769, -0.646776, -0.791618], [-0.664007, -0.529376, 0.015740], [-0.135803, 0.896166, -0.060470], [0.949453, 1.285984, 0.934275], [2.154141, 0.648110, 0.853638], [0.762952, 2.192141, 1.724119], [0.293198, -1.566393, -0.480303], [-1.828499, -0.293400, -1.817906], [-2.283552, -1.680435, -0.802456], [-2.749816, -0.107919, -0.271884], [-0.846127, -0.859198, 1.038692], [-0.901163, 1.637452, 0.144752], [0.310150, 1.083225, -1.042058], [2.805955, 0.907625, 1.581200], [2.281482, -0.024372, 0.122099], [1.052024, -1.696765, 0.181073], [0.753382, -1.246069, -1.328892]],
  "forces_ev_per_angstrom": [[-0.2, -0.1, 0.6], [0.5, -1.0, -0.7], [0.8, 0.3, 0.5], [-0.1, 0.3, 0.0], [-0.9, 0.4, 0.2], [0.1, -0.2, 0.2], [0.2, 0.6, 0.0], [-0.1, 0.1, 0.1], [0.1, -0.2, -0.2], [0.1, 0.3, -0.3], [-0.2, 0.4, 0.2], [-0.3, -0.1, -0.3], [-0.3, -0.1, -0.2], [0.3, -0.4, -0.5], [0.6, -0.1, 0.2], [-0.2, -0.1, 0.2], [-0.2, -0.1, -0.2]]
}



Record 2
{
  "formula": "C32H50AsCsF6N2O14S5",
  "method": "the ωB97M-V functional and the def2-TZVPD basis",
  "charge": 0,
  "lumo_energy_ev": -1.08,
  "e_tot_ev": -197503.9320,
  "e_homo_ev": -9.46,
  "molar_mass_g_mol": 1168.9,
  "spin_multiplicity": 1,
  "symbols": ["Cs", "As", "F", "F", "F", "F", "F", "F", "C", "C", "C", "C", "C", "C", "N", "O", "O", "H", "H", "H", "H", "H", "C", "C", "C", "C", "C", "C", "N", "O", "O", "H", "H", "H", "H", "H", "C", "C", "C", "S", "O", "O", "C", "H", "H", "H", "H", "H", "H", "H", "H", "C", "C", "C", "S", "O", "O", "C", "H", "H", "H", "H", "H", "H", "H", "H", "C", "C", "C", "S", "O", "O", "C", "H", "H", "H", "H", "H", "H", "H", "H", "C", "C", "C", "S", "O", "O", "C", "H", "H", "H", "H", "H", "H", "H", "H", "C", "C", "C", "S", "O", "O", "C", "H", "H", "H", "H", "H", "H", "H", "H"],
  "xyz": [[-3.439955, -2.892913, -2.438678], [-1.140707, -0.510490, -0.185792], [-2.312949, 0.921946, -0.184043], [-0.896091, -0.269468, 1.557444], [-0.063787, -1.926278, -0.291092], [-1.403585, -0.791336, -1.879966], [0.240317, 0.565190, -0.463941], [-2.599019, -1.462919, 0.164877], [-0.964885, 3.762977, -0.258245], [-0.979914, 3.650325, 1.115460], [-0.554092, 4.677535, 1.973116], [-0.059078, 5.873858, 1.392523], [-0.075848, 6.067836, -0.007039], [-0.644626, 5.020673, -0.811295], [0.584252, 6.858457, 2.271362], [0.680691, 6.590328, 3.456700], [1.110861, 7.858181, 1.776226], [-1.337464, 3.001013, -0.926814], [-1.347733, 2.744254, 1.573878], [-0.543943, 4.467727, 3.032497], [0.407909, 6.960709, -0.374689], [-0.620757, 5.244525, -1.867567], [-0.830049, 1.578386, -4.137122], [-1.277064, 2.642708, -4.880695], [-0.583823, 3.839320, -4.896694], [0.475341, 4.062094, -4.002981], [0.918604, 2.998961, -3.200954], [0.279314, 1.771546, -3.333772], [1.202451, 5.309294, -3.980165], [1.104684, 6.070021, -4.940073], [1.921878, 5.567230, -3.000990], [-1.351408, 0.635421, -4.210489], [-2.133410, 2.534833, -5.529881], [-0.947073, 4.630221, -5.536170], [1.719971, 3.171608, -2.497806], [0.699822, 0.958615, -2.760450], [0.910023, -4.273832, 2.766360], [0.027355, -5.405090, 3.261255], [-0.615293, -4.916330, 4.534950], [-1.152137, -3.160721, 4.166280], [-0.720302, -2.252153, 5.223372], [-2.499408, -3.055486, 3.629062], [-0.072930, -3.014557, 2.737569], [1.365425, -4.513948, 1.805608], [1.727598, -4.125421, 3.471782], [0.596875, -6.319055, 3.429818], [-0.719034, -5.664679, 2.510510], [0.260161, -4.789729, 5.171847], [-1.375387, -5.569216, 4.964029], [0.336902, -2.016134, 2.584987], [-0.783131, -3.233708, 1.940274], [3.213477, -1.067963, 0.346416], [3.631439, -1.503703, -1.067232], [4.826214, -2.415089, -0.920124], [5.872280, -1.638655, 0.444810], [6.957054, -0.787579, -0.140133], [6.143667, -2.611228, 1.572513], [4.469062, -0.482786, 0.990644], [2.957557, -1.954662, 0.926391], [2.382565, -0.364906, 0.404760], [3.924041, -0.594399, -1.592267], [2.898580, -2.071336, -1.640648], [5.461241, -2.644234, -1.775892], [4.495833, -3.366298, -0.502791], [4.677932, 0.485920, 0.536681], [4.529829, -0.380652, 2.074149], [1.781759, -4.785818, -1.285495], [0.751800, -5.648341, -0.550746], [-0.110739, -6.380466, -1.620977], [0.111508, -5.505171, -3.251402], [-1.181127, -4.939829, -3.718404], [0.938604, -6.257762, -4.219853], [1.089338, -4.133197, -2.466970], [2.601708, -5.425322, -1.612347], [2.093165, -3.990775, -0.607981], [0.035084, -5.098576, 0.059323], [1.282663, -6.305023, 0.138502], [-1.152984, -6.526222, -1.337117], [0.343333, -7.345181, -1.847375], [0.345534, -3.519413, -1.958913], [1.618077, -3.572860, -3.238041], [-5.013357, 2.846603, -1.721687], [-6.175543, 1.858430, -1.770048], [-5.773159, 0.502745, -2.260914], [-4.764207, 0.948141, -3.778347], [-5.804097, 1.361271, -4.759033], [-3.735747, -0.056238, -4.044550], [-4.116146, 2.514055, -2.990209], [-4.447256, 2.696953, -0.802333], [-5.342491, 3.881551, -1.814689], [-6.962558, 2.215710, -2.434166], [-6.621552, 1.727776, -0.784100], [-6.542577, -0.208384, -2.561570], [-5.104341, 0.055840, -1.525349], [-4.022684, 3.215039, -3.819657], [-3.092144, 2.342551, -2.658380], [1.872900, 1.918622, 3.048913], [1.619664, 0.577408, 3.588812], [0.349034, 0.665475, 4.504763], [0.325907, 2.347841, 5.211638], [0.738908, 2.364483, 6.605621], [-0.883527, 3.067844, 4.739704], [1.791377, 2.874830, 4.232213], [1.024137, 2.099669, 2.389432], [2.835663, 1.973153, 2.540750], [2.511579, 0.248914, 4.122378], [1.516153, -0.134242, 2.769709], [0.423479, -0.078723, 5.297693], [-0.510368, 0.467189, 3.864294], [2.682539, 2.752879, 4.847888], [1.706369, 3.911810, 3.907363]],
  "forces_ev_per_angstrom": [[0.2, 0.1, -0.2], [-0.6, 2.1, 1.6], [1.6, -1.6, -0.4], [-0.1, -0.5, -1.4], [-0.7, 0.6, 0.6], [-0.1, 0.4, -0.2], [-1.1, -0.9, 0.0], [1.0, -0.2, -0.3], [-0.5, 2.1, -0.9], [0.1, 0.1, 0.9], [0.4, 0.3, -1.2], [-0.6, -1.3, -0.7], [-0.7, -1.6, 1.1], [1.7, 1.1, 1.1], [1.4, 0.8, 0.2], [-0.4, -0.1, -0.3], [-0.9, -0.9, 0.0], [0.1, -0.3, 0.2], [0.1, -0.2, 0.0], [-0.1, 0.4, 0.1], [-0.3, 0.0, -0.4], [-0.3, -0.4, -0.1], [0.2, 0.0, 0.1], [0.1, 0.4, -0.6], [0.0, 1.0, 0.6], [-0.4, -1.8, -0.3], [-0.6, 0.7, -0.6], [0.7, -0.3, 0.7], [1.3, 1.9, 0.3], [-0.3, -0.8, 0.6], [-1.1, -0.8, -1.1], [0.1, -0.1, 0.2], [-0.1, 0.0, -0.1], [0.2, 0.2, 0.0], [0.1, -0.1, -0.1], [-0.2, -0.1, 0.1], [-0.6, 1.2, 0.3], [-0.3, -0.4, -0.7], [0.3, 0.7, 0.0], [0.4, 0.5, -0.1], [-0.4, -1.1, -0.6], [0.6, -0.5, 0.8], [0.8, -1.7, -0.7], [-0.2, 0.3, -0.1], [0.0, 0.2, 0.1], [0.1, 0.0, 0.2], [-0.2, 0.1, -0.2], [-0.5, 0.2, 0.8], [-0.1, 0.4, 0.0], [0.0, -0.2, 0.4], [0.1, 0.3, -0.2], [0.4, -0.6, 0.7], [0.3, 0.5, -0.1], [1.0, -0.4, 1.3], [0.6, 0.6, 1.3], [-2.1, -2.1, 1.1], [-0.6, 2.2, -3.0], [0.9, -0.3, -0.8], [-0.4, -0.2, 0.1], [0.0, -0.1, -0.3], [-0.1, -0.1, -0.4], [-0.4, 0.4, 0.1], [-0.1, 0.5, 0.0], [0.1, -0.1, 0.2], [0.3, 0.0, 0.0], [-0.2, -0.3, -0.1], [0.1, 0.1, -0.1], [-0.9, -0.1, -0.7], [1.2, -0.8, -0.4], [0.0, 1.1, -0.6], [1.3, -0.8, 0.7], [-1.5, 1.0, 2.0], [-1.2, -0.9, 0.0], [0.3, 0.2, 0.2], [0.5, -0.1, 0.0], [0.3, 0.6, 0.0], [-0.2, -0.4, -0.2], [0.1, 0.2, -0.3], [-0.2, -0.2, 0.1], [-0.3, 0.4, -0.6], [0.2, -0.2, 0.2], [0.5, -0.6, -1.8], [-1.6, 0.3, 0.3], [1.8, -0.1, -0.9], [-2.4, 1.1, 1.3], [2.3, -1.0, 1.0], [-0.6, 0.5, -0.3], [0.5, -0.7, 0.4], [0.2, 0.1, -0.2], [-0.1, -0.2, 0.3], [0.0, 0.2, 0.0], [-0.1, 0.2, 0.1], [-0.1, 0.3, 0.0], [0.2, -0.2, -0.1], [-0.6, 0.3, 0.2], [0.0, -0.4, -0.1], [-0.6, 1.2, -0.2], [0.0, -1.3, 1.0], [0.9, -0.7, -0.5], [0.1, 0.9, -1.1], [-0.8, -0.2, -0.8], [1.8, -1.2, 0.9], [0.0, 0.3, -0.4], [0.3, 0.5, -0.5], [-0.2, 0.2, -0.2], [-0.1, -0.1, 0.5], [-0.4, -0.2, 0.1], [-0.4, 0.2, 0.1], [-0.3, 0.3, 0.4], [-0.2, 0.1, 0.3], [-0.2, 0.1, 0.3]]
}



Record 3
{
  "formula": "CH2F2O2",
  "method": "the ωB97M-V functional and the def2-TZVPD basis",
  "charge": 0,
  "lumo_energy_ev": -0.02,
  "e_tot_ev": -10597.2761,
  "e_homo_ev": -10.51,
  "molar_mass_g_mol": 84.0,
  "e_above_lowest_ev": 2.877,
  "spin_multiplicity": 1,
  "symbols": ["C", "O", "O", "F", "F", "H", "H"],
  "xyz": [[-0.227761, 0.092013, -0.293802], [0.018660, -0.974026, -0.997357], [0.396029, 1.206045, -0.213566], [-1.536279, 0.248818, 0.066007], [0.542788, -0.643783, 1.599572], [0.750245, -1.496779, -0.765831], [0.056318, 1.567712, 0.604977]],
  "forces_ev_per_angstrom": [[-1.4, -2.0, 3.4], [-2.6, 2.9, -0.7], [0.9, -0.9, -1.3], [2.0, -0.9, -1.0], [-0.9, 0.8, -2.3], [2.1, -0.7, 1.1], [0.0, 0.8, 0.8]]
}